(1)
Molecular formula: C7H11N3O2
Method: DFT, ωB97M-V/def2-TZVPD

Last columns: bonded neighbours and bond lengths (Å).
Geometry (Å):
1 C 2.128 2.356 -0.127  C2 1.363, N8 1.402, H13 1.034
2 C 2.047 1.214 0.613  C1 1.363, N9 1.366, H14 1.042
3 C 1.423 0.891 -1.411  N8 1.287, N9 1.320, H15 1.022
4 C -1.852 0.119 -0.457  C6 1.343, O11 1.313, O12 1.391
5 C 1.192 -1.803 0.980  C7 1.329, H16 1.076, H18 1.081
6 C -2.070 -0.257 0.814  C4 1.343, N10 1.453, H19 1.077
7 C 1.389 -1.123 -0.146  C5 1.329, N9 1.411, H20 1.021
8 N 1.664 2.155 -1.435  C1 1.402, C3 1.287
9 N 1.572 0.272 -0.255  C2 1.366, C3 1.320, C7 1.411
10 N -2.462 -1.624 1.113  C6 1.453, H22 1.025, H23 1.041
11 O -1.902 -0.649 -1.520  C4 1.313, H21 0.943
12 O -1.611 1.456 -0.757  C4 1.391, H17 0.902
13 H 2.255 3.352 0.118  C1 1.034
14 H 2.287 0.988 1.601  C2 1.042
15 H 1.321 0.362 -2.279  C3 1.022
16 H 1.402 -1.422 1.964  C5 1.076
17 H -1.324 1.716 0.058  O12 0.902
18 H 1.174 -2.869 0.804  C5 1.081
19 H -2.092 0.415 1.656  C6 1.077
20 H 1.433 -1.545 -1.074  C7 1.021
21 H -1.971 -0.161 -2.325  O11 0.943
22 H -2.780 -2.088 0.256  N10 1.025
23 H -3.222 -1.756 1.812  N10 1.041

* HOMO energy: -0.274 Eh
* LUMO: 0.728 eV
* SMILES: C=Cn1ccnc1.NC=C(O)O
* E_tot: -587.9880 a.u.
* ΔE to the lowest compared entry with this formula, charge and spin: 66.6 kcal/mol
* frontier orbital gap: 0.301 hartree

(2)
Molecular formula: C27H54O27
Method: DFT, ωB97M-V/def2-TZVPD

Last columns: bonded neighbours and bond lengths (Å).
Geometry (Å):
1 C 1.389 -0.401 -0.873  O2 1.405, H7 1.090, H8 1.090, H9 1.090
2 O 0.470 0.053 0.088  C1 1.405, C3 1.341
3 C 0.714 1.088 0.906  O2 1.341, O4 1.261, O5 1.343
4 O 1.694 1.864 0.740  C3 1.261
5 O -0.298 1.250 1.774  C3 1.343, C6 1.373
6 C -0.273 2.347 2.599  O5 1.373, H10 1.090, H11 1.090, H12 1.090
7 H 2.275 -0.844 -0.418  C1 1.090
8 H 1.733 0.457 -1.451  C1 1.090
9 H 0.986 -1.076 -1.629  C1 1.090
10 H 0.534 3.047 2.383  C6 1.090
11 H -0.058 1.997 3.609  C6 1.090
12 H -1.195 2.930 2.610  C6 1.090
13 C -1.083 6.839 9.693  O14 1.378, H19 1.090, H20 1.090, H21 1.090
14 O -1.194 5.471 9.562  C13 1.378, C15 1.371
15 C -0.182 4.618 9.923  O14 1.371, O16 1.243, O17 1.303
16 O 0.893 4.866 10.496  C15 1.243
17 O -0.589 3.414 9.635  C15 1.303, C18 1.407
18 C 0.125 2.301 10.115  O17 1.407, H22 1.090, H23 1.090, H24 1.090
19 H -0.836 7.131 10.714  C13 1.090
20 H -2.073 7.207 9.427  C13 1.090
21 H -0.364 7.255 8.987  C13 1.090
22 H -0.109 2.186 11.173  C18 1.090
23 H 1.205 2.441 10.160  C18 1.090
24 H -0.049 1.417 9.501  C18 1.090
25 C -0.009 1.675 -6.405  O26 1.367, H31 1.090, H32 1.090, H33 1.090
26 O -0.954 1.800 -5.426  C25 1.367, C27 1.382
27 C -1.355 3.081 -5.095  O26 1.382, O28 1.236, O29 1.339
28 O -1.023 4.159 -5.599  C27 1.236
29 O -2.171 2.902 -4.049  C27 1.339, C30 1.420
30 C -2.506 4.007 -3.222  O29 1.420, H34 1.090, H35 1.090, H36 1.090
31 H 0.071 0.648 -6.762  C25 1.090
32 H 0.908 2.047 -5.948  C25 1.090
33 H -0.219 2.283 -7.284  C25 1.090
34 H -2.639 3.421 -2.313  C30 1.090
35 H -3.451 4.431 -3.562  C30 1.090
36 H -1.656 4.690 -3.198  C30 1.090
37 C 8.352 4.466 10.839  O38 1.388, H43 1.090, H44 1.090, H45 1.090
38 O 7.977 4.216 9.526  C37 1.388, C39 1.319
39 C 7.318 3.113 9.229  O38 1.319, O40 1.211, O41 1.363
40 O 7.184 2.090 9.864  C39 1.211
41 O 6.859 3.258 7.954  C39 1.363, C42 1.394
42 C 6.327 2.198 7.222  O41 1.394, H46 1.090, H47 1.090, H48 1.090
43 H 7.595 4.259 11.596  C37 1.090
44 H 8.831 5.436 10.973  C37 1.090
45 H 9.157 3.765 11.057  C37 1.090
46 H 6.855 2.010 6.287  C42 1.090
47 H 5.296 2.483 7.013  C42 1.090
48 H 6.226 1.229 7.711  C42 1.090
49 C -6.369 4.241 5.612  O50 1.388, H55 1.090, H56 1.090, H57 1.090
50 O -6.615 5.491 5.060  C49 1.388, C51 1.302
51 C -6.944 5.714 3.819  O50 1.302, O52 1.240, O53 1.333
52 O -7.260 4.858 2.980  C51 1.240
53 O -6.988 7.031 3.616  C51 1.333, C54 1.425
54 C -7.381 7.595 2.367  O53 1.425, H58 1.090, H59 1.090, H60 1.090
55 H -7.281 3.646 5.652  C49 1.090
56 H -5.950 4.211 6.618  C49 1.090
57 H -5.619 3.812 4.949  C49 1.090
58 H -7.713 6.884 1.610  C54 1.090
59 H -6.694 8.254 1.837  C54 1.090
60 H -8.312 8.157 2.441  C54 1.090
61 C 8.907 -0.515 -7.077  O62 1.447, H67 1.090, H68 1.090, H69 1.090
62 O 8.226 0.496 -6.297  C61 1.447, C63 1.307
63 C 8.730 1.026 -5.214  O62 1.307, O64 1.236, O65 1.335
64 O 9.870 0.871 -4.765  C63 1.236
65 O 7.780 1.761 -4.630  C63 1.335, C66 1.387
66 C 8.065 2.496 -3.489  O65 1.387, H70 1.090, H71 1.090, H72 1.090
67 H 9.951 -0.209 -7.144  C61 1.090
68 H 8.526 -0.515 -8.098  C61 1.090
69 H 8.877 -1.515 -6.646  C61 1.090
70 H 7.098 2.768 -3.066  C66 1.090
71 H 8.750 3.307 -3.736  C66 1.090
72 H 8.592 2.023 -2.661  C66 1.090
73 C -6.990 -2.169 -0.715  O74 1.440, H79 1.090, H80 1.090, H81 1.090
74 O -7.576 -3.473 -0.885  C73 1.440, C75 1.285
75 C -8.842 -3.636 -0.739  O74 1.285, O76 1.219, O77 1.387
76 O -9.675 -2.756 -0.608  C75 1.219
77 O -9.038 -4.930 -1.198  C75 1.387, C78 1.399
78 C -10.328 -5.329 -1.568  O77 1.399, H82 1.090, H83 1.090, H84 1.090
79 H -7.144 -1.674 0.244  C73 1.090
80 H -7.396 -1.487 -1.462  C73 1.090
81 H -5.907 -2.209 -0.831  C73 1.090
82 H -10.167 -6.383 -1.796  C78 1.090
83 H -10.843 -4.746 -2.331  C78 1.090
84 H -10.980 -5.231 -0.701  C78 1.090
85 C 3.798 -7.168 -6.751  O86 1.479, H91 1.090, H92 1.090, H93 1.090
86 O 3.137 -7.271 -5.432  C85 1.479, C87 1.377
87 C 3.037 -8.456 -4.738  O86 1.377, O88 1.265, O89 1.336
88 O 3.431 -9.545 -5.246  C87 1.265
89 O 2.449 -8.228 -3.560  C87 1.336, C90 1.424
90 C 2.456 -9.279 -2.600  O89 1.424, H94 1.090, H95 1.090, H96 1.090
91 H 4.815 -7.552 -6.817  C85 1.090
92 H 3.850 -6.102 -6.976  C85 1.090
93 H 3.182 -7.691 -7.483  C85 1.090
94 H 2.064 -8.975 -1.629  C90 1.090
95 H 3.499 -9.493 -2.369  C90 1.090
96 H 1.900 -10.164 -2.911  C90 1.090
97 C -2.077 -7.229 -10.169  O98 1.399, H103 1.090, H104 1.090, H105 1.090
98 O -2.478 -6.374 -9.136  C97 1.399, C99 1.343
99 C -2.547 -6.753 -7.850  O98 1.343, O100 1.198, O101 1.324
100 O -2.270 -7.860 -7.485  C99 1.198
101 O -2.802 -5.700 -7.088  C99 1.324, C102 1.334
102 C -2.882 -5.812 -5.761  O101 1.334, H106 1.090, H107 1.090, H108 1.090
103 H -1.150 -6.985 -10.688  C97 1.090
104 H -2.939 -7.200 -10.836  C97 1.090
105 H -1.959 -8.228 -9.751  C97 1.090
106 H -3.785 -6.236 -5.323  C102 1.090
107 H -2.765 -4.801 -5.370  C102 1.090
108 H -2.011 -6.289 -5.312  C102 1.090

* HOMO energy: -0.391 Eh
* LUMO: 0.161 eV
* SMILES: COC(=O)OC.COC(=O)OC.COC(=O)OC.COC(=O)OC.COC(=O)OC.COC(=O)OC.COC(=O)OC.COC(=O)OC.COC(=O)OC
* E_tot: -3092.5348 a.u.
* ΔE to the lowest compared entry with this formula, charge and spin: 122.0 kcal/mol
* frontier orbital gap: 0.396 hartree

(3)
Molecular formula: C2H6O
Method: DFT, ωB97M-V/def2-TZVPD

Last columns: bonded neighbours and bond lengths (Å).
Geometry (Å):
1 C -0.271 -1.865 0.002  H2 1.131, H3 1.131, H4 1.098, H5 1.049
2 H -0.652 -1.610 -1.031  C1 1.131
3 H -0.371 -2.946 0.321  C1 1.131
4 H -0.916 -1.374 0.743  C1 1.098
5 H 0.764 -1.691 -0.012  C1 1.049
6 O 0.075 1.274 0.443  C7 1.205
7 C 0.359 2.382 0.065  O6 1.205, H8 1.067, H9 1.107
8 H 1.349 2.695 -0.179  C7 1.067
9 H -0.338 3.135 -0.352  C7 1.107

* HOMO energy: -0.379 Eh
* LUMO: 0.695 eV
* SMILES: C=O.C
* E_tot: -154.9850 a.u.
* ΔE to the lowest compared entry with this formula, charge and spin: 25.6 kcal/mol
* frontier orbital gap: 0.404 hartree